(1)
{"formula": "C33H37AlClO2Si2", "method": "ωB97M-V with the def2-TZVPD basis set", "species": ["C", "C", "C", "C", "C", "H", "C", "C", "H", "H", "H", "C", "H", "O", "H", "H", "H", "H", "H", "H", "H", "C", "C", "C", "H", "O", "H", "H", "C", "C", "H", "Si", "H", "H", "C", "C", "C", "C", "Al", "C", "H", "H", "H", "H", "C", "C", "H", "H", "Si", "C", "H", "C", "H", "H", "C", "C", "H", "H", "C", "H", "C", "C", "H", "C", "H", "Cl", "H", "C", "H", "H", "C", "C", "C", "H", "C", "H"], "positions_angstrom": [[0.638, 1.700, 0.559], [2.975, 3.890, -6.376], [2.023, 3.814, -8.625], [1.974, 1.405, -4.407], [2.707, 4.987, -8.959], [-0.672, -3.416, -1.658], [0.623, -2.780, -0.083], [-1.456, 1.393, -0.464], [0.139, 4.238, -3.793], [8.699, 1.947, -3.451], [7.621, 3.968, -2.494], [-2.781, -1.724, -1.239], [-2.878, -2.510, -1.991], [0.990, -1.371, -0.102], [2.397, -0.142, 0.861], [1.365, 3.335, -9.345], [-3.078, -0.760, -1.669], [6.654, -1.040, -2.530], [1.194, 3.455, -0.655], [8.169, 1.184, 0.849], [0.653, -3.130, 0.960], [2.866, 1.326, -3.255], [-0.540, 0.873, 0.582], [7.104, 3.388, -3.255], [-2.528, 1.202, -0.493], [-1.414, -1.637, -0.778], [-1.368, -3.583, 0.003], [2.989, -0.548, -1.819], [3.747, 4.997, -6.752], [5.243, 0.299, -1.574], [5.241, 1.305, -5.948], [3.156, 3.077, -4.654], [4.456, 5.464, -6.069], [5.332, 4.602, -3.165], [7.335, 0.914, 0.193], [7.048, 1.543, -4.790], [2.251, -1.193, 0.588], [-0.760, 2.489, -1.099], [-0.326, -0.106, -1.164], [6.071, 1.493, 0.368], [4.019, 1.594, -0.313], [-0.084, 1.962, -4.978], [1.376, -3.337, -0.661], [2.406, 4.709, -2.772], [5.750, 1.901, -5.185], [0.810, 2.256, -4.423], [7.528, 0.660, -5.209], [3.651, 2.833, -1.833], [4.002, -0.224, -2.829], [3.599, 5.552, -8.040], [3.080, -1.532, -0.060], [2.164, 3.283, -7.334], [-3.409, -1.947, -0.362], [1.990, 0.549, -5.090], [-0.757, -2.960, -0.661], [2.171, 3.709, -3.154], [4.157, 6.436, -8.306], [1.621, 2.379, -7.070], [5.798, 3.736, -3.637], [1.451, 1.679, 1.277], [0.901, 3.451, -3.781], [0.485, 2.667, -0.450], [5.908, 2.193, 1.185], [7.515, -0.034, -0.828], [-1.189, 3.102, -1.878], [0.073, -0.538, -3.150], [4.202, -1.637, -3.197], [5.088, 2.947, -4.546], [8.458, -0.564, -0.944], [2.523, 5.461, -9.921], [5.011, 1.169, -0.492], [6.486, -0.325, -1.719], [7.727, 2.275, -3.814], [2.255, -1.813, 1.491], [2.944, 2.601, -2.628], [-0.851, 0.285, 1.445]], "mulliken_charge": [-1.319, 0.457, -0.711, -1.065, -0.479, 0.415, -0.511, -0.555, 0.464, 0.437, 0.417, -0.815, 0.340, 0.486, 0.140, 0.391, 0.343, 0.332, 0.688, 0.399, 0.446, 0.365, -0.325, -0.482, 0.929, 0.060, 0.366, -0.228, -0.494, 0.838, 0.379, 0.397, 0.329, 0.431, -0.589, -0.447, -0.870, -0.560, 0.210, -0.882, 0.339, 0.397, 0.303, 0.564, -0.532, -0.418, 0.455, 0.504, 0.287, -0.644, 0.338, -0.234, 0.278, 0.438, -0.604, -0.188, 0.401, 0.176, -0.508, 0.837, -0.813, -0.450, 0.440, -0.575, 0.520, -0.333, -0.209, 0.310, 0.422, 0.383, 0.341, -0.916, -0.622, 0.330, -0.359, 0.613], "gap_ev": 6.39, "charge": 1, "e_homo_ev": -8.6, "lumo_energy_ev": -2.2}

---

(2)
{"formula": "C8H20F6LiN5O10S2", "method": "ωB97M-V with the def2-TZVPD basis set", "species": ["H", "H", "N", "H", "S", "C", "H", "F", "H", "O", "O", "S", "H", "N", "H", "F", "C", "N", "H", "F", "F", "O", "H", "Li", "O", "H", "C", "O", "H", "H", "H", "H", "N", "N", "C", "O", "H", "C", "O", "C", "H", "H", "F", "F", "C", "H", "O", "O", "H", "H", "C", "O"], "positions_angstrom": [[30.962, 7.703, 1.035], [31.441, 3.057, -0.992], [35.028, 6.753, -1.474], [35.871, 7.948, -3.350], [28.845, 6.314, 0.368], [34.240, 7.485, -2.157], [32.018, 6.084, -5.052], [28.657, 3.708, 1.308], [34.292, 8.632, -3.675], [31.392, 2.920, -4.224], [33.107, 7.634, -1.821], [29.193, 8.573, -0.525], [30.846, 9.767, 4.522], [32.371, 2.913, -1.358], [32.434, 9.100, 4.190], [28.697, 7.934, -3.122], [29.425, 8.912, -2.526], [30.041, 7.003, -0.363], [36.023, 6.809, -1.643], [29.037, 10.151, -2.798], [30.694, 4.713, 1.576], [31.594, 8.080, 1.652], [31.608, 3.236, -3.344], [31.525, 6.466, -1.513], [32.018, 10.590, 2.898], [34.558, 6.459, -0.630], [31.553, 9.539, 3.723], [32.742, 5.031, -0.792], [34.616, 2.945, -2.189], [30.000, 8.675, 2.557], [32.926, 5.023, -4.088], [32.638, 2.068, -1.842], [34.367, 3.753, -1.636], [34.896, 8.055, -3.107], [33.141, 3.991, -1.233], [27.700, 6.003, -0.433], [30.082, 5.615, -4.003], [31.395, 4.032, -5.066], [27.725, 8.715, -0.327], [30.989, 8.341, 2.868], [32.054, 3.691, -5.865], [30.898, 7.451, 3.491], [30.655, 8.789, -2.901], [30.003, 4.054, -0.402], [29.583, 4.550, 0.767], [35.050, 4.485, -1.509], [29.974, 9.673, 0.059], [30.885, 5.597, -3.477], [30.417, 4.206, -5.514], [32.496, 10.092, 2.230], [31.896, 5.246, -4.366], [28.589, 6.859, 1.747]], "mulliken_charge": [0.309, 0.376, -0.488, 0.140, 0.759, 0.630, 0.405, -0.200, 0.269, -0.568, -0.598, 0.919, 0.362, -0.439, 0.300, -0.229, 0.534, -0.484, 0.149, -0.201, -0.225, -0.465, 0.423, 1.413, -0.532, 0.310, -0.689, -0.582, 0.178, 0.234, 0.183, 0.191, -0.351, -0.480, 0.449, -0.598, 0.175, -0.564, -0.583, -0.015, 0.344, 0.321, -0.189, -0.390, 0.598, 0.225, -0.621, -0.200, 0.340, 0.279, -0.548, -0.576], "gap_ev": 8.13, "charge": 0, "e_homo_ev": -8.8, "lumo_energy_ev": -0.6}

---

(3)
{"formula": "C2N4OS", "method": "ωB97M-V with the def2-TZVPD basis set", "species": ["O", "S", "N", "C", "C", "N", "N", "N"], "positions_angstrom": [[2.256, -1.228, 0.179], [-0.042, -1.460, -1.365], [0.355, 0.174, 0.312], [-0.827, -0.096, -0.567], [1.186, -0.858, -0.128], [-1.178, 1.515, 0.748], [-0.025, 1.201, 1.078], [-1.725, 0.751, -0.256]], "mulliken_charge": [-0.408, -0.115, 0.442, 0.462, 0.518, -0.151, -0.395, -0.354], "gap_ev": 9.86, "charge": 0, "e_homo_ev": -10.6, "lumo_energy_ev": -0.7}

---

(4)
{"formula": "C23H26Cl2IrN5OPS2", "method": "ωB97M-V with the def2-TZVPD basis set", "species": ["N", "C", "C", "N", "C", "C", "S", "H", "H", "H", "C", "H", "C", "C", "Ir", "H", "Cl", "H", "S", "C", "H", "H", "H", "H", "C", "C", "C", "C", "C", "C", "N", "H", "H", "P", "H", "C", "C", "H", "C", "H", "H", "H", "H", "H", "Cl", "H", "H", "C", "H", "N", "H", "N", "C", "C", "C", "C", "O", "H", "C", "H", "H"], "positions_angstrom": [[0.519, 1.757, -0.584], [-2.590, -2.417, 0.821], [4.100, 2.184, -1.243], [-2.872, -0.441, -2.368], [-1.745, -0.856, -2.891], [1.690, 2.200, -0.913], [-1.977, 0.818, 0.384], [6.218, 2.083, -1.490], [-2.534, -1.335, -4.717], [-4.983, -4.140, -0.839], [1.842, -2.498, 4.452], [-0.742, -4.599, -1.014], [0.440, -2.707, 2.510], [1.611, -2.238, 3.112], [0.038, -0.197, -0.041], [1.229, -4.425, 0.103], [-1.536, -0.233, 3.895], [6.360, -0.261, -0.692], [-0.179, -0.925, -2.119], [2.932, 1.501, -0.858], [-3.570, 2.990, -0.073], [2.333, -1.671, 2.536], [2.743, -2.131, 4.926], [0.397, 0.780, 4.747], [-3.855, -2.807, 0.409], [3.023, 0.175, -0.407], [-0.268, 0.974, 3.914], [-1.606, -4.090, -0.607], [-3.997, -3.836, -0.513], [4.273, -0.452, -0.344], [-1.708, -1.306, -4.140], [-2.509, 4.165, -0.779], [-2.988, -5.300, -1.711], [0.181, -2.414, 0.767], [-2.894, -0.075, -1.418], [-0.496, -3.425, 3.252], [1.398, -3.374, -0.137], [1.698, 3.230, -1.255], [-1.455, -3.060, 0.320], [-3.729, -0.459, -2.901], [-0.958, -4.274, 5.162], [-1.408, -3.781, 2.792], [4.018, 3.213, -1.570], [2.392, -3.086, 0.194], [0.772, 0.952, 2.444], [-0.714, 1.960, 3.962], [-4.730, -2.317, 0.819], [0.917, -3.233, 5.186], [-0.841, -1.612, -4.551], [-2.670, 3.228, -0.448], [1.316, -3.208, -1.210], [-0.457, 2.745, -0.740], [-1.625, 2.390, -0.341], [-0.245, -3.698, 4.588], [-2.875, -4.481, -1.013], [5.398, 0.232, -0.740], [1.965, -0.528, -0.008], [-2.484, -1.627, 1.555], [5.321, 1.559, -1.193], [4.335, -1.471, 0.013], [1.107, -3.447, 6.229]], "lowdin_spin": [0.108, 0.000, -0.026, 0.000, 0.004, -0.043, 0.005, 0.007, 0.000, 0.000, 0.000, 0.000, 0.000, 0.000, 0.171, 0.000, 0.000, -0.002, -0.003, 0.111, 0.001, 0.000, 0.000, 0.000, 0.000, 0.081, 0.000, 0.000, 0.000, 0.066, 0.001, 0.001, 0.000, -0.004, 0.000, 0.000, -0.001, -0.003, 0.000, 0.000, 0.000, 0.000, -0.003, 0.000, 0.005, 0.000, 0.000, 0.000, 0.000, 0.060, 0.000, 0.030, 0.035, 0.000, 0.000, 0.000, 0.260, 0.000, 0.138, 0.002, 0.000], "multiplicity": 2, "gap_ev": [7.62, 4.89], "charge": 2, "e_homo_ev": [-14.0, -13.8], "lumo_energy_ev": [-6.3, -8.9]}